1.
The following is a quantum chemistry calculation of a cluster of 5 separate species, C22H58NO7P2S in total, from OMol25.

The geometry in ORCA input format:
```
! wB97M-V def2-TZVPD RIJCOSX def2/J DEFGRID3
* xyz 1 1
H 1.678 -1.383 -6.041
H 1.072 0.015 4.421
C 2.956 -2.016 -3.078
C 0.265 -1.665 5.510
H 3.265 -3.061 -3.183
O -6.147 -5.018 -1.465
C 3.509 5.656 3.170
C 2.007 3.935 -0.357
C 4.172 -1.109 -3.009
H -0.279 0.350 -1.430
C -0.466 2.289 -0.525
H 1.960 3.367 -1.288
H -1.557 2.252 -0.484
H -2.575 -0.955 -0.943
H 1.560 4.914 -0.531
C -3.229 -2.622 0.351
H 4.798 -1.404 -2.166
S -3.763 -3.877 -2.607
H -0.852 1.221 4.603
H -0.201 2.815 -1.451
H 4.601 4.191 5.201
O 2.027 -1.667 -4.095
H -1.965 -0.999 4.106
H 1.793 2.261 0.990
H 4.655 7.458 3.375
H -4.182 -2.966 0.760
C 4.734 6.408 3.657
C -1.382 -0.473 3.338
H -2.499 -2.659 1.172
H 3.354 -2.972 -6.925
H 2.609 3.933 6.649
C 2.527 -1.681 -5.424
H -0.163 0.325 0.346
C 2.491 4.328 5.639
H 0.006 -2.711 5.340
O -0.088 3.056 0.604
C 3.647 3.864 4.771
P -5.913 -3.785 -2.408
H 2.272 -3.795 -5.792
H -1.898 -0.619 2.389
C -1.327 1.010 3.645
H 1.195 0.889 -0.626
C -1.641 -0.802 -4.391
H 3.913 -3.355 -5.303
H -3.146 -0.475 0.637
H -4.000 -2.397 -4.408
H 3.428 5.741 2.085
H -2.343 1.406 3.691
H 1.040 -1.624 6.276
H 2.386 -1.941 -2.151
H 4.839 6.366 4.741
C -1.957 -2.116 -3.681
H -1.470 1.158 -3.843
H -2.990 -6.270 -0.725
H -1.446 -2.092 -2.716
H 5.640 5.997 3.209
H -4.242 -5.380 0.179
H -0.786 1.550 2.866
H 2.599 6.097 3.594
C 1.311 3.224 0.789
H 1.403 3.814 1.701
H -1.559 -2.960 -4.252
H -0.568 -0.805 -4.595
H 4.784 -1.170 -3.909
N -1.951 0.330 -3.503
C 3.047 -3.032 -5.881
C -3.320 -1.183 -0.175
H 3.061 4.072 -0.109
H -6.321 -1.722 -1.872
O -0.127 -1.095 3.141
C -3.186 -5.423 -0.066
H -0.613 -1.153 5.905
H 3.672 2.774 4.736
O -6.259 -2.587 -1.425
H 1.668 -1.549 3.884
H -2.617 -5.566 0.858
H 3.871 -0.071 -2.868
H 2.444 5.415 5.716
H 1.541 3.973 5.236
H -4.317 -0.972 -0.562
O 3.547 4.258 3.413
H -2.162 -0.746 -5.355
C -3.455 -2.302 -3.466
P -2.525 -3.879 -0.777
H -6.792 -4.887 -0.750
C 0.107 0.880 -0.558
H -3.882 -1.494 -2.874
O -6.433 -3.746 -3.757
H -2.935 0.577 -3.579
C 0.779 -1.024 4.235
H 3.298 -0.914 -5.553
*
```

Largest force on an atom in Eh/bohr: 0.011
Molecular weight in g/mol: 542.721
Frontier orbital gap in eV: 7.92
Lowest unoccupied orbital energy in eV: -3.1

***

2.
The following is a quantum chemistry calculation of a structure of composition C22H60AgO9S7Tl, from OMol25.

The geometry in ORCA input format:
```
! wB97M-V def2-TZVPD RIJCOSX def2/J DEFGRID3
* xyz 2 1
H -1.620 -5.774 -3.161
C -0.666 4.287 -0.242
C 1.521 -0.496 -4.376
H 1.884 -5.045 -3.989
H 0.691 -2.317 -0.663
H 5.163 1.950 -0.910
H -4.129 4.260 -3.686
C -0.613 -5.749 -3.572
H 1.231 2.127 -4.265
S -3.703 2.139 -2.579
O 0.269 -0.171 -6.696
C -2.313 -2.329 5.870
H -4.669 0.697 3.114
H 2.175 4.416 -0.574
C -0.009 -2.537 4.326
H -1.976 -1.291 5.840
H 0.396 2.415 2.656
H 5.449 -0.710 1.406
O -0.883 -2.070 -1.739
H 0.808 -3.177 4.664
H 0.737 2.678 -6.011
C -3.313 3.537 -3.675
H 2.703 1.968 1.209
Ag -2.176 -2.447 -3.679
H 0.155 -2.417 3.256
H -0.444 -6.519 -4.323
H -1.079 4.421 0.754
O -2.365 -3.189 3.202
H -0.824 1.170 2.422
C 2.865 2.638 0.354
H -0.220 1.694 -5.029
O -0.085 -5.072 -1.070
O -3.583 2.676 -1.190
C -0.409 -0.662 0.238
H 2.180 1.144 -1.096
C 0.447 3.247 -0.262
H 2.085 -1.372 2.780
H -3.727 0.673 0.230
H -1.985 1.303 -3.851
H -1.401 3.870 -0.932
H -4.879 0.043 -0.924
H 3.026 2.553 -1.704
H 2.309 -0.176 -3.692
H -1.967 -2.795 6.789
C -4.193 -0.201 2.719
H -1.316 2.182 -2.327
H 0.063 -1.623 4.918
H -3.163 0.021 2.446
H 0.563 -0.422 -3.847
O 0.779 2.282 5.282
S 4.168 -2.432 2.499
H 4.525 0.936 -2.213
H -1.963 2.858 5.680
C -1.723 2.451 4.703
H -1.105 0.156 -0.036
Tl -2.182 -3.766 0.315
S -0.272 1.377 4.757
H 1.470 -3.718 -2.885
C 3.049 1.786 -0.912
H -5.345 1.304 0.248
H 3.816 3.137 0.560
H -2.600 1.910 4.331
H 2.404 -1.799 1.076
C 0.088 1.413 2.972
H 0.978 0.837 2.715
S 1.437 0.361 -5.952
C 2.817 -1.339 1.973
O -0.912 -1.281 1.211
C -2.011 1.477 -2.774
H 0.589 -0.832 -1.796
H -0.462 5.253 -0.705
H 0.504 -0.111 0.564
H -1.890 0.538 -2.226
C 0.833 1.905 -5.254
H 3.151 -0.313 1.825
S -5.138 -0.870 1.332
C -4.774 0.386 0.102
O -4.208 -1.999 0.941
C 4.443 1.169 -1.157
H 6.426 -1.984 2.092
H 1.703 -1.547 -4.611
H 1.709 4.333 1.105
C 0.086 -1.517 -1.110
H 4.573 0.389 -0.408
C 1.785 -4.762 -2.940
C 5.597 -1.314 2.300
H 2.769 -4.819 -2.479
H -3.185 3.201 -4.704
H -4.183 -1.029 3.424
H -1.532 3.224 3.960
S -1.636 -3.290 4.511
H -3.392 -2.366 5.730
H 0.578 2.818 -1.267
O 3.994 -2.680 3.949
H 5.612 -0.726 3.214
S 0.551 -5.851 -2.183
C 1.820 3.729 0.202
H -2.459 4.054 -3.242
H 0.169 2.318 0.265
H -0.465 -4.804 -4.112
*
```

Largest force on an atom in Eh/bohr: 0.125
Molecular weight in g/mol: 1005.433
ΔE to the lowest compared entry with this formula, charge and spin in kcal/mol: 0.0
Frontier orbital gap in eV: 2.94
Lowest unoccupied orbital energy in eV: -9.8

***

3.
The following is a quantum chemistry calculation of a structure of composition C22H60ClF6NO18S2Y, from OMol25.

The geometry in ORCA input format:
```
! wB97M-V def2-TZVPD RIJCOSX def2/J DEFGRID3
* xyz 1 1
H -6.527 0.455 -4.002
H 2.445 5.058 2.434
H 3.369 1.263 -5.721
H -1.337 -5.371 1.182
H 2.731 -5.942 -0.225
H -1.084 -3.330 2.239
H 6.140 -3.105 6.060
H 1.533 2.728 -4.967
H -3.135 0.149 -1.167
H 4.898 -2.863 3.237
C -2.199 4.823 -0.638
C 4.960 -3.217 4.263
O -1.774 2.991 5.323
H -2.837 -1.480 4.988
C 0.770 5.520 1.180
O -4.177 1.385 -1.822
H -1.183 4.932 -1.025
O -2.852 -0.549 -0.516
H 3.132 3.748 -7.141
C -2.679 -1.572 -2.726
H 2.002 -1.615 -5.425
C 1.440 -1.350 -4.531
O 0.666 -2.310 0.049
H 2.643 6.481 1.316
F 0.821 2.054 -2.022
H 1.987 -5.347 -1.655
O -2.120 1.848 3.318
H -5.752 -0.508 -2.806
H -2.103 4.438 0.377
H 4.934 -4.316 4.297
H 0.732 -4.325 -4.888
H -0.106 -0.669 6.150
S 0.044 1.371 0.411
H -2.166 6.867 -0.063
O -1.270 1.969 0.601
H -2.205 -2.367 -3.297
N -0.277 -0.197 1.108
H -1.587 0.309 5.972
C 3.471 2.338 -5.832
H 0.566 -0.729 -4.697
O 3.789 -2.850 5.033
C -6.072 0.520 -3.011
H 2.630 4.100 -4.803
O 1.136 2.090 0.911
H 2.185 -0.861 -3.896
H 2.819 2.631 -3.786
H -2.300 -0.616 -3.105
H -6.872 0.728 -2.300
C 1.982 5.942 1.993
F 2.011 -0.506 3.067
O 0.338 -3.450 -4.897
F 0.529 -0.090 -1.857
H 1.663 6.573 2.821
H -3.135 -5.120 0.914
H -3.097 6.629 -1.496
F 0.881 -2.364 3.025
H -4.340 1.432 -3.920
C 3.722 -4.215 -0.964
H -3.737 -2.731 1.413
H -5.397 2.517 -3.010
O 1.103 4.853 -0.042
C -1.749 -1.516 4.906
Cl -1.459 3.039 3.944
C 0.988 -2.644 -3.878
H -3.111 -2.515 -0.937
H -3.746 -1.492 -2.933
O -1.992 4.188 3.297
O 3.199 2.790 -7.138
H -3.571 2.150 -1.758
O -1.362 -0.940 3.619
C 2.443 -5.008 -0.723
H 4.467 -4.747 -1.567
H 1.810 -4.400 -0.088
H 4.496 2.649 -5.589
C 0.127 1.092 -1.474
H -2.817 4.173 -2.352
H 0.156 6.368 0.864
H 1.724 4.153 0.181
C 6.174 -2.760 5.032
C -2.883 6.183 -0.518
H 7.101 -3.119 4.575
C -2.414 -1.732 -1.246
O 4.293 -3.847 0.282
H -3.807 6.105 0.049
H -1.394 -2.036 -1.028
O -2.917 3.865 -1.444
C 2.575 3.012 -4.780
C -2.151 -4.665 1.034
C -4.943 1.521 -3.013
H -2.536 -4.013 3.069
H -1.924 -4.210 0.066
F 2.869 -2.265 2.114
Y -2.409 0.030 1.782
C 1.774 -1.574 2.329
H 0.088 4.904 1.781
H 0.229 -2.505 -3.102
C -1.187 -0.704 6.055
F -1.148 1.246 -1.871
H 3.503 -3.316 -1.545
H -1.629 -1.104 6.972
H 1.793 -3.263 -3.479
H 4.224 -4.597 0.881
O -0.054 2.890 3.717
H -0.535 -1.384 3.390
H 6.284 -1.676 4.947
O -2.896 -2.430 1.781
O 2.123 -0.386 0.087
C -2.124 -3.627 2.140
H -1.505 -2.579 4.957
S 1.051 -1.090 0.697
H 3.015 -2.996 4.486
*
```

Largest force on an atom in Eh/bohr: 0.075
Molecular weight in g/mol: 929.192
Frontier orbital gap in eV: 7.54
Lowest unoccupied orbital energy in eV: -4.1

***

4.
The following is a quantum chemistry calculation of a cluster of 9 separate species, C22H60N10O9 in total, from OMol25.

The geometry in ORCA input format:
```
! wB97M-V def2-TZVPD RIJCOSX def2/J DEFGRID3
* xyz 0 1
H 2.958 -0.218 3.058
H -1.956 4.458 -3.928
O -1.162 -1.282 0.183
C 3.411 -3.647 -2.341
C -4.672 2.792 -0.783
C 0.089 -2.123 3.784
N -0.809 -1.081 3.309
H -1.011 0.028 -2.699
C -0.122 -1.714 -3.323
H -0.884 -3.773 -1.538
C 0.886 0.600 2.863
N 3.290 1.614 -2.125
H 1.988 -4.971 -1.725
H 0.112 0.269 5.611
H -2.606 1.141 3.044
H -4.222 3.609 -4.807
H -2.353 4.018 -0.314
C -0.290 -3.583 3.278
H 1.618 -1.922 2.245
C 5.994 -1.686 1.257
O 1.560 -0.648 -0.471
N 6.733 -0.521 0.913
H -0.331 1.891 -2.687
H -1.068 -1.221 1.183
H 0.863 0.349 1.857
C -2.374 3.512 -3.649
H 1.185 1.654 2.978
H 4.394 -5.290 -1.453
C 1.909 -0.370 3.493
O -0.178 -2.920 -3.079
N 2.135 -4.089 -2.101
H 4.029 -1.024 0.606
H -2.923 5.083 -1.602
C -4.498 2.396 -3.199
H 0.855 -1.561 5.735
H -1.989 2.780 -4.382
N -1.121 -0.856 -3.234
H 4.237 -2.545 1.452
H 1.905 -1.227 -1.161
H 2.145 3.321 0.211
C 3.032 2.768 -1.437
H 1.348 -3.566 -2.576
H -4.479 3.896 -1.006
H -4.218 -0.217 -2.430
O -2.103 -1.296 3.933
H -4.392 2.546 0.240
H 0.613 -0.891 -0.378
N 4.626 -1.759 0.916
H 0.660 -3.233 5.577
C -3.928 3.655 -3.784
H -5.568 2.299 -3.025
H -1.036 -3.933 4.000
C 0.239 -2.284 5.266
O 3.335 3.893 -1.798
H -0.720 -2.407 5.720
C -4.444 0.437 -1.607
N 1.042 -1.023 -3.631
H 3.440 0.728 -1.552
H 1.943 1.591 -0.199
O 3.570 -2.612 -3.009
H 0.159 3.566 -2.982
N 4.505 -4.399 -1.924
H 7.742 -0.703 1.054
H -1.377 2.136 2.616
H -5.725 2.615 -0.983
H -5.479 0.517 -1.375
H 0.105 3.033 -1.293
C -4.008 1.888 -1.856
H -2.715 -1.592 3.261
O -2.179 1.710 -0.408
H -4.314 1.601 -3.975
C -1.620 1.140 2.680
H -1.253 -2.242 -0.038
H -1.858 -4.596 -0.742
H 1.913 -1.554 -3.790
H -4.268 4.559 -3.333
N 2.406 2.532 -0.277
H 1.107 -0.024 -3.851
O 6.476 -2.665 1.834
C -0.589 0.391 3.508
H -0.135 1.827 5.023
H 4.008 1.601 -2.866
H -1.773 0.750 1.688
C -0.370 2.888 -2.255
H -1.719 0.876 -0.462
C -1.873 3.189 -2.245
O -1.109 -4.037 -0.635
H 6.405 0.179 0.308
H 0.577 -4.287 3.332
C 1.476 -1.770 3.282
N -2.582 1.925 -1.770
C -2.142 4.382 -1.315
C -0.605 0.813 4.998
H 2.043 -0.202 4.608
H 5.447 -4.181 -2.073
H -1.619 0.784 5.393
H -3.991 0.085 -0.637
H -1.980 -1.323 -2.961
H -1.218 4.943 -1.239
H -0.683 -3.684 2.263
H 2.128 -2.505 3.756
*
```

Largest force on an atom in Eh/bohr: 0.075
Molecular weight in g/mol: 608.783
ΔE to the lowest compared entry with this formula, charge and spin in kcal/mol: 8.6
Frontier orbital gap in eV: 9.08
Lowest unoccupied orbital energy in eV: 0.3

***

5.
The following is a quantum chemistry calculation of a cluster of 8 separate species, C22H60N2O8 in total, from OMol25.

The geometry in ORCA input format:
```
! wB97M-V def2-TZVPD RIJCOSX def2/J DEFGRID3
* xyz 0 1
C -4.026 -0.478 0.100
H -1.405 -3.492 1.925
N 0.284 -1.359 -1.455
C -2.374 2.113 -4.102
H -1.260 -0.165 -2.109
H -2.063 3.371 2.358
H -2.875 -2.757 -2.675
H 4.049 5.826 -0.016
H -1.971 3.943 0.698
H -3.232 0.440 -1.198
H 1.483 0.163 2.125
H -3.391 -2.563 -0.510
C 1.929 0.056 3.164
H 1.844 -0.374 0.270
H -0.367 0.529 0.608
H 2.273 -4.371 1.919
H 2.780 4.066 2.538
H 0.015 2.939 0.404
H 1.191 0.511 3.890
C 1.216 -0.486 -1.703
H 0.094 -1.674 -0.454
H 2.643 0.558 -1.020
H -2.495 -4.555 -0.959
C 1.898 -3.659 1.180
H -1.383 -2.261 -4.054
H -6.168 -0.232 0.734
C 0.633 -3.128 1.813
N 1.897 -0.027 -0.716
H 3.004 3.709 -0.979
O 3.875 0.765 4.128
H -1.544 0.898 1.955
C -3.041 -1.626 0.030
H 0.755 -3.045 2.934
C 3.277 3.024 -0.135
H 5.574 4.800 0.148
H -2.577 1.533 -5.059
H -0.153 -1.418 1.781
H -3.648 0.340 0.747
O 2.826 4.389 1.654
O 1.343 -0.018 -2.945
O -1.041 -2.697 -3.240
H 2.393 2.422 0.149
H 5.093 5.742 1.604
C -5.309 -1.006 0.731
H 5.025 0.604 1.661
H -5.671 -1.933 0.359
H -0.959 -5.022 -1.693
O 0.426 2.658 2.174
H 0.690 3.569 2.417
H 4.347 3.242 1.748
H -5.223 -1.068 1.832
C -1.416 1.379 -3.133
O -1.826 0.596 -2.273
C -1.975 -3.402 -2.847
C -0.681 2.480 -2.330
C 4.728 5.201 0.665
H -2.289 3.138 -4.320
H 2.826 -3.056 1.077
H -0.850 4.582 1.743
H 4.047 2.334 -0.453
O 0.302 -2.038 1.218
H -0.419 -4.804 2.679
H -3.127 -5.138 -3.348
H -1.367 -5.315 -4.022
C 3.791 3.894 1.039
H 1.558 -4.131 0.302
H 3.004 1.638 2.654
H -2.571 -4.244 -4.776
H 0.221 2.112 -1.752
H 3.475 -0.433 1.157
H 4.634 -0.913 2.433
H -1.229 -3.466 -0.797
H 1.954 -1.019 3.457
C 4.135 -0.022 1.963
H -0.186 3.214 -2.965
H -2.717 -1.794 1.103
H -0.093 -2.024 -2.225
H -2.210 -1.138 -0.467
C -1.079 1.286 1.075
H -1.358 2.949 -1.611
H -1.921 1.514 0.268
H -0.628 -4.772 0.983
C -1.618 -4.171 -1.526
H -0.669 0.909 -3.774
C -0.428 2.634 1.309
C -1.387 3.672 1.598
C -2.241 -4.599 -3.782
H 3.505 1.501 4.642
H -3.315 2.096 -3.530
C 3.300 0.683 3.021
C -0.496 -4.110 1.852
O -4.066 -0.017 -1.064
*
```

Largest force on an atom in Eh/bohr: 0.266
Molecular weight in g/mol: 480.728
ΔE to the lowest compared entry with this formula, charge and spin in kcal/mol: 232.4
Frontier orbital gap in eV: 8.95
Lowest unoccupied orbital energy in eV: 0.1

***

Copy entry 1 word for word.
The following is a quantum chemistry calculation of a cluster of 5 separate species, C22H58NO7P2S in total, from OMol25.

The geometry in ORCA input format:
```
! wB97M-V def2-TZVPD RIJCOSX def2/J DEFGRID3
* xyz 1 1
H 1.678 -1.383 -6.041
H 1.072 0.015 4.421
C 2.956 -2.016 -3.078
C 0.265 -1.665 5.510
H 3.265 -3.061 -3.183
O -6.147 -5.018 -1.465
C 3.509 5.656 3.170
C 2.007 3.935 -0.357
C 4.172 -1.109 -3.009
H -0.279 0.350 -1.430
C -0.466 2.289 -0.525
H 1.960 3.367 -1.288
H -1.557 2.252 -0.484
H -2.575 -0.955 -0.943
H 1.560 4.914 -0.531
C -3.229 -2.622 0.351
H 4.798 -1.404 -2.166
S -3.763 -3.877 -2.607
H -0.852 1.221 4.603
H -0.201 2.815 -1.451
H 4.601 4.191 5.201
O 2.027 -1.667 -4.095
H -1.965 -0.999 4.106
H 1.793 2.261 0.990
H 4.655 7.458 3.375
H -4.182 -2.966 0.760
C 4.734 6.408 3.657
C -1.382 -0.473 3.338
H -2.499 -2.659 1.172
H 3.354 -2.972 -6.925
H 2.609 3.933 6.649
C 2.527 -1.681 -5.424
H -0.163 0.325 0.346
C 2.491 4.328 5.639
H 0.006 -2.711 5.340
O -0.088 3.056 0.604
C 3.647 3.864 4.771
P -5.913 -3.785 -2.408
H 2.272 -3.795 -5.792
H -1.898 -0.619 2.389
C -1.327 1.010 3.645
H 1.195 0.889 -0.626
C -1.641 -0.802 -4.391
H 3.913 -3.355 -5.303
H -3.146 -0.475 0.637
H -4.000 -2.397 -4.408
H 3.428 5.741 2.085
H -2.343 1.406 3.691
H 1.040 -1.624 6.276
H 2.386 -1.941 -2.151
H 4.839 6.366 4.741
C -1.957 -2.116 -3.681
H -1.470 1.158 -3.843
H -2.990 -6.270 -0.725
H -1.446 -2.092 -2.716
H 5.640 5.997 3.209
H -4.242 -5.380 0.179
H -0.786 1.550 2.866
H 2.599 6.097 3.594
C 1.311 3.224 0.789
H 1.403 3.814 1.701
H -1.559 -2.960 -4.252
H -0.568 -0.805 -4.595
H 4.784 -1.170 -3.909
N -1.951 0.330 -3.503
C 3.047 -3.032 -5.881
C -3.320 -1.183 -0.175
H 3.061 4.072 -0.109
H -6.321 -1.722 -1.872
O -0.127 -1.095 3.141
C -3.186 -5.423 -0.066
H -0.613 -1.153 5.905
H 3.672 2.774 4.736
O -6.259 -2.587 -1.425
H 1.668 -1.549 3.884
H -2.617 -5.566 0.858
H 3.871 -0.071 -2.868
H 2.444 5.415 5.716
H 1.541 3.973 5.236
H -4.317 -0.972 -0.562
O 3.547 4.258 3.413
H -2.162 -0.746 -5.355
C -3.455 -2.302 -3.466
P -2.525 -3.879 -0.777
H -6.792 -4.887 -0.750
C 0.107 0.880 -0.558
H -3.882 -1.494 -2.874
O -6.433 -3.746 -3.757
H -2.935 0.577 -3.579
C 0.779 -1.024 4.235
H 3.298 -0.914 -5.553
*
```

Largest force on an atom in Eh/bohr: 0.011
Molecular weight in g/mol: 542.721
Frontier orbital gap in eV: 7.92
Lowest unoccupied orbital energy in eV: -3.1